Molecular formula: C3H12IN6O3
Method: DFT, ωB97M-V with the def2-TZVPD basis set

Output
* HOMO: -4.49 eV
* total charge: -1
* ΔE to the lowest compared entry with this formula, charge and spin: 230.7 kcal per mole

Positions of all 25 atoms, in Å:
I1 0.27819 -0.43206 1.08611
C1 -1.37987 -2.71194 -0.75728
O1 -1.99056 -3.49498 -1.34235
N1 -1.40165 -2.58915 0.53223
N2 -0.57527 -1.79544 -1.29463
H1 -0.92579 -1.84241 1.01807
H2 -2.01481 -3.22871 1.01711
H3 -0.52634 -1.67583 -2.29633
H4 0.09134 -1.24609 -0.77123
C2 0.86896 0.02982 -2.41972
O2 0.53032 -1.01865 -2.95685
N3 1.78870 0.87578 -2.85663
N4 0.33500 0.45741 -1.35639
H5 2.16577 0.85914 -3.79345
H6 2.03446 1.52682 -2.12460
H7 0.84621 1.28015 -1.07027
H8 -0.00939 -0.15481 -0.63067
C3 0.00314 2.27593 2.76404
O3 -0.03263 3.28909 3.40275
N5 -0.02879 1.12647 3.36279
N6 0.17574 2.27710 1.44557
H9 -0.16358 1.14759 4.36354
H10 0.15716 0.29676 2.81771
H11 -0.40100 1.61338 0.94865
H12 0.17458 3.13451 0.91175

Cartesian forces, eV/Å:
4.2 -2.2 5.0
3.5 4.3 1.7
-4.2 -5.3 -4.4
-2.1 -2.3 4.3
-1.5 -1.4 -0.8
-1.1 -1.4 0.1
0.2 0.1 0.1
-0.5 -0.7 0.7
-0.5 -3.8 -0.7
-0.3 -2.5 -3.5
3.1 1.4 -4.5
2.3 1.4 -1.3
-1.1 4.7 0.8
0.0 0.0 0.5
0.9 0.3 -1.2
-0.9 -0.1 1.2
-1.0 2.4 -1.6
0.3 1.4 0.6
-0.2 3.4 1.7
-0.6 -1.7 2.7
-0.4 1.2 -3.7
0.1 0.0 -0.3
-0.1 0.0 1.5
0.2 0.2 0.1
-0.1 0.6 1.0

These are the Mulliken partial charges, in e, on atoms 1 to 6: -1.02, 0.46, -0.70, -0.25, -0.30, 0.26